1.
C25H43AsMoNO5Si4Te | ωB97M-V with the def2-TZVPD basis set

E_tot	-5138.52150	a.u.
strongest force on any atom	0.7	eV/Å
Kohn-Sham gap (alpha / beta)	5.19 / 5.13	eV
charge	+3
HOMO level (alpha / beta)	-14.9 / -14.9	eV
lowest unoccupied orbital energy (alpha / beta)	-9.66 / -9.73	eV

Each line ends with the Mulliken charge.
CARTESIAN COORDINATES (ANGSTROEM)
Mo: 0.14 -0.40 2.39  0.635
O: -5.17 -1.16 5.50  -0.453
C: -4.08 -0.91 4.80  0.784
C: -3.39 0.31 4.84  -0.451
C: -2.28 0.44 4.04  0.076
N: -1.87 -0.54 3.24  -0.334
C: -2.46 -1.73 3.27  0.575
C: -3.58 -1.97 4.02  -0.722
C: -1.64 -2.74 2.52  0.153
O: -1.89 -3.88 2.33  -0.479
O: -0.46 -2.14 2.11  -0.220
C: -1.28 1.57 4.06  0.083
O: -1.37 2.60 4.61  -0.452
O: -0.16 1.17 3.33  -0.676
H: -5.44 -0.43 6.07  0.343
H: -3.69 1.12 5.49  0.492
H: -4.05 -2.95 4.05  0.633
C: -4.82 3.00 -1.63  -0.910
Si: -3.85 3.51 -3.08  0.460
C: -4.17 2.76 -4.71  -0.903
C: -2.62 4.84 -2.90  -0.928
Si: -0.88 0.05 -1.91  0.112
Te: 0.52 0.71 -0.06  0.113
Si: 0.44 0.69 -3.83  0.291
C: 1.85 -0.52 -3.71  -0.778
C: -0.61 0.39 -5.33  -0.806
C: 0.97 2.47 -3.63  -0.825
Si: -2.31 -1.84 -1.57  0.290
C: -1.04 -3.17 -1.24  -0.910
C: -3.30 -2.14 -3.12  -1.011
C: -3.38 -1.43 -0.10  -0.494
H: -5.59 3.76 -1.47  0.403
H: -4.21 2.98 -0.73  0.333
H: -5.32 2.04 -1.78  0.346
H: -5.01 3.31 -5.15  0.406
H: -4.49 1.72 -4.63  0.344
H: -3.33 2.86 -5.39  0.325
H: -3.16 5.80 -2.88  0.395
H: -1.91 4.88 -3.73  0.349
H: -2.08 4.77 -1.95  0.376
H: 1.53 -1.55 -3.86  0.340
H: 2.38 -0.46 -2.76  0.119
H: 2.56 -0.28 -4.50  0.413
H: -1.00 -0.63 -5.36  0.305
H: 0.01 0.52 -6.22  0.397
H: -1.45 1.09 -5.41  0.109
H: 1.24 2.73 -2.61  0.312
H: 0.20 3.16 -3.98  0.169
H: 1.86 2.64 -4.25  0.360
H: -0.48 -3.42 -2.14  0.411
H: -1.57 -4.07 -0.92  0.403
H: -0.34 -2.89 -0.45  0.114
H: -2.67 -2.21 -4.00  0.314
H: -4.05 -1.37 -3.29  0.300
H: -3.83 -3.10 -3.03  0.381
H: -2.77 -0.96 0.67  -0.241
H: -3.84 -2.33 0.31  0.345
H: -4.18 -0.74 -0.37  0.436
C: 3.46 0.23 3.99  -1.258
As: 2.77 -0.65 2.41  1.284
C: 3.16 -2.52 2.69  -1.303
C: 3.92 -0.07 0.94  -1.084
C: 5.37 -0.29 1.27  0.238
C: 6.12 0.74 1.84  -0.379
C: 7.45 0.53 2.17  -0.656
C: 8.05 -0.70 1.93  -0.487
C: 7.31 -1.73 1.36  -0.705
C: 5.98 -1.52 1.03  -0.298
H: 4.53 0.03 4.05  0.438
H: 2.96 -0.18 4.87  0.434
H: 3.28 1.30 3.94  0.376
H: 4.23 -2.62 2.89  0.482
H: 2.90 -3.10 1.81  0.371
H: 2.59 -2.88 3.55  0.420
H: 3.70 0.98 0.76  0.618
H: 3.61 -0.64 0.06  0.455
H: 5.67 1.71 2.01  0.392
H: 8.03 1.34 2.60  0.429
H: 9.09 -0.86 2.18  0.418
H: 7.77 -2.68 1.15  0.422
H: 5.41 -2.32 0.55  0.438

---

2.
C25H43AuNO2SSe2Si2Te | ωB97M-V with the def2-TZVPD basis set

E_tot	-7367.18079	a.u.
strongest force on any atom	0.8	eV/Å
Kohn-Sham gap (alpha / beta)	5.68 / 5.68	eV
charge	+1
HOMO level (alpha / beta)	-10.2 / -10.3	eV
lowest unoccupied orbital energy (alpha / beta)	-4.57 / -4.57	eV

Each line ends with the Mulliken charge.
CARTESIAN COORDINATES (ANGSTROEM)
Au: 0.89 0.62 -0.84  0.307
O: 4.50 2.69 1.76  -0.497
C: 3.38 3.43 1.27  -0.903
C: 3.51 3.47 -0.25  2.344
C: 4.65 4.47 -0.57  -1.235
O: 4.37 5.79 -0.14  -0.528
C: 3.93 2.13 -0.84  -1.653
Se: 3.17 0.53 -0.04  -0.176
C: 2.24 3.92 -0.95  -1.629
Se: 0.58 2.98 -0.51  -0.041
H: 4.50 2.71 2.72  0.321
H: 3.42 4.46 1.64  0.492
H: 2.44 2.99 1.57  0.248
H: 4.88 4.45 -1.64  0.404
H: 5.53 4.15 -0.02  0.450
H: 3.85 6.25 -0.80  0.344
H: 5.01 1.98 -0.75  0.519
H: 3.68 2.07 -1.90  0.472
H: 2.36 3.86 -2.03  0.450
H: 2.00 4.95 -0.68  0.537
C: -6.13 3.33 -0.61  -1.014
Si: -4.32 2.91 -0.64  0.193
C: -3.34 3.95 0.55  -0.684
C: -3.62 3.04 -2.36  -0.897
C: -4.15 1.11 -0.11  -0.862
Te: -2.14 0.41 -0.07  -0.200
C: -1.74 0.83 1.99  -0.557
Si: -1.87 -0.69 3.08  0.165
C: -1.67 -0.16 4.85  -1.055
C: -3.52 -1.52 2.82  -1.018
C: -0.50 -1.87 2.59  -0.645
H: -6.29 4.37 -0.90  0.314
H: -6.55 3.19 0.38  0.313
H: -6.69 2.70 -1.31  0.316
H: -3.43 5.01 0.30  0.356
H: -2.28 3.69 0.52  0.030
H: -3.70 3.83 1.57  0.311
H: -3.71 4.06 -2.74  0.324
H: -4.14 2.38 -3.06  0.315
H: -2.56 2.78 -2.37  0.258
H: -4.68 0.44 -0.79  0.558
H: -4.54 0.93 0.90  0.410
H: -2.44 1.62 2.29  0.305
H: -0.74 1.26 2.02  0.276
H: -2.48 0.51 5.15  0.318
H: -0.73 0.36 5.00  0.323
H: -1.69 -1.03 5.51  0.329
H: -4.32 -0.98 3.33  0.326
H: -3.51 -2.53 3.22  0.360
H: -3.77 -1.58 1.76  0.302
H: 0.43 -1.34 2.35  0.188
H: -0.80 -2.47 1.72  0.034
H: -0.29 -2.56 3.41  0.441
N: 0.66 -1.45 -0.92  0.101
S: 1.11 -2.44 -2.11  0.183
C: 2.56 -3.30 -1.55  0.476
C: 3.76 -2.98 -2.17  -0.375
C: 4.93 -3.56 -1.70  -0.579
C: 4.88 -4.44 -0.64  -0.442
C: 3.67 -4.76 -0.03  -0.747
C: 2.50 -4.19 -0.48  -0.224
C: -0.08 -3.77 -2.08  0.342
C: -1.23 -3.65 -1.31  0.231
C: -2.14 -4.70 -1.32  -0.702
C: -1.90 -5.83 -2.10  -0.501
C: -0.75 -5.91 -2.88  -0.603
C: 0.17 -4.88 -2.87  -0.546
H: 0.81 -1.86 0.00  -0.010
H: 3.78 -2.28 -2.99  0.421
H: 5.87 -3.33 -2.18  0.422
H: 5.80 -4.89 -0.27  0.415
H: 3.64 -5.45 0.80  0.421
H: 1.55 -4.44 -0.02  0.404
H: -1.42 -2.75 -0.74  0.256
H: -3.04 -4.64 -0.72  0.459
H: -2.61 -6.64 -2.10  0.395
H: -0.58 -6.78 -3.49  0.407
H: 1.07 -4.95 -3.47  0.433

---

> Number 1 is which compound?

C25H43AsMoNO5Si4Te

---

> Which formula does entry 1 have?

C25H43AsMoNO5Si4Te

---

> Which of these has the lowest charge?

C25H43AuNO2SSe2Si2Te

---

> Number 1 is which compound?

C25H43AsMoNO5Si4Te